Entry from OMol25: a molecular structure, C3H2O3Sc at a distorted geometry (the ωB97M-V functional and the def2-TZVPD basis).

The geometry in XYZ format:
```
9
Properties=species:S:1:pos:R:3:forces:R:3:lowdin_spin:R:1
H -3.00759 -0.46092 0.95161 0.3 -2.1 -1.9 0.042
C -2.14745 0.95826 0.08137 0.9 0.0 -1.1 1.355
C -2.47538 -0.45699 -0.08945 -3.7 0.5 2.2 0.191
O -1.21782 -1.15630 -0.08219 0.5 0.0 -0.3 0.050
C -0.27455 -0.27544 -0.06894 -4.6 2.6 1.0 0.077
O -0.82059 0.98896 0.07649 3.9 -0.1 -0.3 0.219
O 0.91228 -0.48272 -0.05614 4.1 0.2 -0.1 0.031
Sc 2.94202 0.23288 0.04650 -1.4 -0.6 -0.1 -0.991
H -3.06290 -0.68214 -0.98933 0.1 -0.5 0.5 0.026
```
Positions in Å, forces in eV/Å.

- net charge = +2
- max |F| (hartree/bohr) = 0.10453
- HOMO-LUMO gap (alpha / beta) (eV) = 4.24 / 8.41
- ΔE to the lowest compared entry with this formula, charge and spin (kcal per mole) = 67.3
- ⟨S²⟩ = 1.756
- spin multiplicity = 2
- LUMO level (alpha / beta) (eV) = -10.873 / -10.864
- HOMO (alpha / beta) (eV) = -15.109 / -19.272


Entry from OMol25: a molecular structure, C9H24FO9RbS3 at a distorted geometry (the ωB97M-V functional and the def2-TZVPD basis).

The geometry in XYZ format:
```
47
Properties=species:S:1:pos:R:3:forces:R:3:mulliken_charge:R:1
Rb 0.96210 -0.17825 1.00910 0.3 -1.1 -0.2 0.866
F 1.43529 -2.93334 0.58526 -0.6 0.8 -0.1 -0.916
O -1.85253 2.56849 -2.24955 -0.2 0.0 -0.2 -0.605
S -0.97272 2.84408 -1.16065 -0.3 0.1 0.0 1.093
O -0.72526 1.79133 -0.22145 0.0 -0.3 0.5 -0.450
O 0.39163 3.37908 -1.69318 0.2 -0.1 -0.4 -0.245
C 1.08676 2.43275 -2.60361 0.4 0.2 0.7 -0.020
C 1.60521 3.20906 -3.78011 -0.5 -0.5 -0.3 -1.232
C -1.52024 4.28053 -0.32163 -0.3 0.3 -0.3 -1.046
H 0.41225 1.62376 -2.87561 -0.1 0.1 -0.1 0.299
H 1.87912 2.01322 -1.98594 0.1 -0.1 -0.2 0.188
H 2.42786 3.87184 -3.53051 0.0 0.1 0.0 0.330
H 0.77409 3.75224 -4.22967 0.1 0.2 0.0 0.317
H 1.92670 2.46995 -4.51725 0.2 0.1 0.0 0.358
H -1.53536 5.08942 -1.04926 0.2 0.1 0.1 0.349
H -0.89078 4.50111 0.53308 0.0 0.0 0.0 0.319
H -2.55557 4.09650 -0.04114 0.1 -0.2 0.2 0.380
O 1.78839 -1.41462 3.60366 0.5 0.6 -0.7 -0.534
S 1.31169 -0.85518 4.81537 -1.2 -0.8 0.8 1.151
O 1.95952 0.17718 5.55859 0.4 0.1 -0.2 -0.619
O -0.17974 -0.35724 4.49849 0.0 0.0 -0.3 -0.270
C -0.70555 0.79838 5.14999 0.2 1.6 0.5 -0.367
C -1.24973 0.54513 6.54068 -0.3 -0.8 -0.3 -0.886
C 1.00627 -2.24506 5.85452 0.9 0.0 -0.2 -1.018
H -1.41166 1.26999 4.46566 -0.4 -0.6 0.0 0.355
H 0.04247 1.59228 5.25794 0.4 -0.5 -0.2 0.332
H -2.15134 -0.07033 6.50983 -0.1 0.1 0.0 0.279
H -1.45608 1.48048 7.05439 0.0 0.0 0.0 0.356
H -0.51469 -0.02189 7.11121 0.1 0.2 0.1 0.181
H 1.96697 -2.76533 5.86544 0.1 0.2 0.3 0.410
H 0.35316 -2.94477 5.34306 -0.5 0.3 0.2 0.332
H 0.73943 -1.88406 6.84040 -0.3 -0.3 0.1 0.343
O 1.39134 -3.18349 -2.70724 0.9 -0.7 -0.3 -0.611
S 0.43855 -2.19127 -2.40814 -1.0 0.0 0.3 1.013
O 0.80048 -0.95460 -1.80791 0.2 0.9 0.2 -0.438
O -0.25681 -1.74359 -3.78268 0.4 -0.1 0.0 -0.183
C -0.45945 -2.74509 -4.78531 -1.1 -0.3 -0.6 -0.283
C -0.12425 -2.19299 -6.16092 0.2 -0.4 0.0 -1.222
C -0.93529 -2.90083 -1.54631 -0.1 -0.7 -0.5 -0.992
H -1.52317 -3.01685 -4.76482 0.0 0.2 0.1 0.279
H 0.05447 -3.68520 -4.59293 0.4 0.3 0.3 0.443
H -0.73953 -2.70530 -6.90283 0.0 0.0 0.0 0.359
H 0.91266 -2.40787 -6.41763 0.1 0.3 0.0 0.284
H -0.32874 -1.12720 -6.22812 0.0 0.0 0.1 0.297
H -0.86279 -3.97250 -1.73221 0.1 0.0 0.2 0.325
H -1.85957 -2.57730 -2.01835 0.0 0.4 0.2 0.357
H -0.85552 -2.71267 -0.48171 0.2 0.0 0.0 0.337
```
Positions in Å, forces in eV/Å.

- max |F| (hartree/bohr) = 0.03344
- HOMO-LUMO gap (eV) = 7.25
- ΔE to the lowest compared entry with this formula, charge and spin (kcal per mole) = 12.2
- LUMO level (eV) = -0.159
- HOMO (eV) = -7.411


Entry from OMol25: a molecular structure, CsH4O2 at a distorted geometry (the ωB97M-V functional and the def2-TZVPD basis).

The geometry in XYZ format:
```
7
Properties=species:S:1:pos:R:3:forces:R:3:lowdin_spin:R:1
Cs -4.55999 -6.61801 -5.33600 1.2 0.7 -0.4 -0.002
O -6.93143 -7.01106 -3.07851 0.5 0.7 -1.0 0.462
H -6.52995 -7.79725 -3.44859 0.5 -1.1 0.6 -0.001
H -7.86565 -7.21538 -3.03720 -1.4 0.0 0.8 0.004
O -7.38667 -7.87962 -5.98133 0.5 0.8 -0.4 0.537
H -7.94326 -7.52961 -5.28567 -1.6 0.3 0.4 -0.003
H -6.72730 -8.39989 -5.52222 0.3 -1.5 0.0 0.002
```
Positions in Å, forces in eV/Å.

- net charge = +2
- max |F| (hartree/bohr) = 0.03178
- HOMO-LUMO gap (alpha / beta) (eV) = 16.03 / 5.22
- ΔE to the lowest compared entry with this formula, charge and spin (kcal per mole) = 16.5
- ⟨S²⟩ = 0.761
- spin multiplicity = 2
- LUMO level (alpha / beta) (eV) = -9.533 / -17.029
- HOMO (alpha / beta) (eV) = -25.562 / -22.248


Entry from OMol25: a single C4H5NOS molecule at a distorted geometry (the ωB97M-V functional and the def2-TZVPD basis).

The geometry in XYZ format:
```
12
Properties=species:S:1:pos:R:3:forces:R:3:mulliken_charge:R:1
C 1.31501 0.79989 0.20283 -1.9 -1.0 -0.2 -0.025
C -1.06439 -1.35225 0.40213 0.4 -0.1 -0.3 -0.022
C 1.78246 -0.15542 -0.55505 1.5 1.3 1.2 -0.906
C -1.01046 0.16902 0.15041 -0.1 0.2 0.5 0.581
N -0.04428 0.99301 0.27668 -1.5 -0.1 0.0 -0.517
O -1.97889 -2.06972 0.04698 1.3 1.1 0.6 -0.455
S -2.59297 0.85365 -0.19485 -0.7 -1.0 0.0 -0.220
H 1.82713 1.56782 0.66439 1.4 1.3 0.7 0.449
H -0.14541 -1.69747 0.96699 -0.8 -0.1 -0.3 0.351
H 1.18089 -0.89422 -0.86318 -2.2 -2.4 -1.6 0.344
H 2.78994 -0.24702 -0.72138 2.3 -0.2 -0.4 0.259
H -2.05903 2.03270 -0.37596 0.2 0.9 -0.1 0.161
```
Positions in Å, forces in eV/Å.

- max |F| (hartree/bohr) = 0.07029
- HOMO-LUMO gap (eV) = 8.18
- ΔE to the lowest compared entry with this formula, charge and spin (kcal per mole) = 58.1
- LUMO level (eV) = -0.698
- HOMO (eV) = -8.878
- SMILES = C=C/N=C(/S)C=O


Entry from OMol25: a molecular structure, C31H44BrN3P2Pb at a distorted geometry (the ωB97M-V functional and the def2-TZVPD basis).

The geometry in XYZ format:
```
82
Properties=species:S:1:pos:R:3:forces:R:3:mulliken_charge:R:1
N -5.00596 -1.03123 3.34731 2.1 3.2 -2.8 0.161
C -4.14758 -0.12005 3.82683 -0.2 -0.4 1.8 -0.630
C -3.60912 0.90275 3.02922 -0.8 -0.2 -0.8 -0.254
C -4.03865 1.03445 1.67568 -0.5 -1.1 0.7 0.670
C -4.84698 -0.01207 1.16815 0.4 0.4 1.1 -0.077
C -5.34116 -0.97627 2.05639 -1.4 -1.4 0.0 -0.737
C -3.59691 2.15614 0.85447 0.7 0.4 -0.1 -0.676
Pb 0.05920 0.02466 0.20537 -0.8 0.1 0.4 0.955
P 2.34258 0.71131 -1.21622 0.7 -0.5 -0.5 0.303
C -3.59556 2.13949 -0.52444 0.8 0.2 -0.8 -0.506
C -2.54230 2.72747 -1.34865 -0.7 0.1 0.8 0.887
C -2.40422 2.40032 -2.72580 0.2 -0.1 -1.1 -0.516
C -1.30543 2.82817 -3.46612 -1.1 -0.7 0.1 -0.428
C -0.31202 3.56861 -2.82476 1.8 1.1 -1.4 -0.177
C -0.41837 3.96832 -1.49000 -0.9 -0.1 1.3 -0.504
C -1.53991 3.54685 -0.76276 1.6 0.8 -0.1 -0.537
Br 1.24843 4.10432 -3.89878 -2.5 0.1 0.7 0.105
H -3.11802 2.98358 1.39861 0.0 -0.5 -0.3 0.678
H -4.31121 1.52924 -1.07367 0.2 -0.2 0.1 0.552
H -2.89196 1.59747 3.47197 -0.4 -0.2 0.1 0.527
H -5.12695 -0.05396 0.12220 -0.3 -0.2 0.2 0.475
H -3.90991 -0.17356 4.89802 0.0 0.0 -0.4 0.447
H -6.06344 -1.71960 1.71515 0.1 0.0 0.0 0.474
H -3.17297 1.80326 -3.22437 0.2 0.2 0.2 0.517
H -1.64791 3.84164 0.28334 0.2 0.1 -0.4 0.333
H -1.17946 2.62188 -4.53140 -0.3 -0.1 0.4 0.500
H 0.35412 4.60885 -1.06008 -0.3 -0.2 0.0 0.609
P -0.70702 -2.71174 -0.23438 0.6 -0.5 -0.5 0.511
C 2.93932 2.32435 -0.54359 -0.3 -0.1 0.5 -0.610
C 3.59106 3.30869 -1.50766 0.1 0.4 -0.5 -0.720
H 3.61016 2.10390 0.30416 -0.2 -0.1 -0.2 0.558
H 2.05023 2.81916 -0.10910 0.2 -0.2 0.0 0.442
H 3.92841 4.19890 -0.95719 0.0 -0.3 -0.1 0.432
H 4.45361 2.90954 -2.05901 -0.3 0.0 0.3 0.269
H 2.84973 3.66923 -2.23898 0.7 -0.3 0.5 -0.227
C 1.86109 0.92027 -2.97628 -0.9 0.5 0.1 1.040
C 2.91315 0.92974 -4.09202 0.3 -0.1 -0.1 -1.427
H 1.35106 1.89539 -2.99141 0.2 -0.7 0.1 -1.184
H 1.07109 0.18314 -3.20881 0.3 0.1 0.1 0.341
H 2.40326 1.19734 -5.02842 0.1 -0.1 0.2 0.448
H 3.70020 1.67921 -3.93228 -0.2 -0.3 0.0 0.293
H 3.37999 -0.05304 -4.24573 -0.1 0.3 0.1 0.374
C 3.68450 -0.52216 -1.25818 -0.1 -0.3 0.5 -0.374
C 5.08818 0.05836 -1.38274 0.4 0.1 -0.1 -1.335
H 3.46284 -1.21138 -2.09016 0.0 0.2 0.3 0.482
H 3.58982 -1.10280 -0.32481 0.2 0.1 -0.3 0.351
H 5.80130 -0.77040 -1.33185 0.0 0.2 0.0 0.432
H 5.25602 0.57553 -2.33641 -0.1 -0.1 0.3 0.276
H 5.31638 0.74551 -0.55758 0.0 -0.2 -0.2 0.320
C 0.32118 -4.03346 0.50016 -0.1 0.1 0.3 -0.636
C 1.82573 -3.78548 0.38980 0.2 -0.2 -0.1 -1.082
H 0.03524 -4.97057 -0.00397 0.0 0.2 0.2 0.521
H 0.02192 -4.11604 1.55723 0.2 -0.1 -0.3 0.351
H 2.35773 -4.64988 0.80385 -0.1 0.2 -0.1 0.454
H 2.16069 -3.66824 -0.65096 -0.1 0.0 0.3 0.275
H 2.14781 -2.90803 0.96400 -0.1 -0.1 -0.1 0.132
C -0.57057 -3.00032 -2.04799 0.2 0.2 0.1 -0.566
C -1.41312 -2.03640 -2.89606 -0.2 -0.2 -0.2 -1.020
H -0.88554 -4.04593 -2.20853 0.2 0.3 0.0 0.502
H 0.50051 -2.91910 -2.31393 -0.4 -0.1 0.1 0.303
H -1.26313 -2.27773 -3.95796 -0.1 0.1 0.3 0.425
H -2.49172 -2.14132 -2.68368 0.4 0.1 -0.1 0.312
H -1.12777 -0.98008 -2.75812 0.0 -0.2 0.1 0.098
C -2.43738 -3.19559 0.13323 -0.2 0.5 0.0 -0.500
C -2.74621 -3.35259 1.62148 -0.2 -0.1 0.1 -0.952
H -2.63713 -4.13373 -0.41045 0.1 0.3 0.1 0.522
H -3.08420 -2.41421 -0.30181 0.1 -0.3 0.0 0.193
H -3.79460 -3.65080 1.74416 0.2 -0.1 0.0 0.374
H -2.12406 -4.11664 2.10719 -0.2 0.2 -0.1 0.400
H -2.62987 -2.40553 2.16290 0.1 -0.1 0.0 -0.041
N 4.39929 1.70015 5.09503 -2.5 -1.4 -0.8 -0.315
C 3.40720 1.14976 4.79811 2.2 1.1 0.5 -0.354
C 2.18814 0.47970 4.40048 0.2 0.1 0.2 0.319
C 1.34395 -0.09219 5.35679 0.0 0.0 0.2 -0.281
C 0.15692 -0.67709 4.93927 -0.2 0.0 -0.6 -0.874
C -0.15511 -0.66899 3.57931 0.5 0.1 0.2 -0.005
N 0.68351 -0.16141 2.64759 0.3 0.1 0.0 0.065
C 1.84255 0.40363 3.05367 -0.5 -0.3 0.1 -0.232
H 1.61920 -0.06854 6.41209 -0.1 0.0 -0.3 0.554
H -0.53241 -1.14336 5.64053 0.2 0.1 -0.1 0.481
H -1.09990 -1.08509 3.23127 0.3 0.0 -0.1 0.258
H 2.50845 0.80634 2.29203 -0.1 -0.1 0.2 0.478
```
Positions in Å, forces in eV/Å.

- net charge = +4
- max |F| (hartree/bohr) = 0.09174
- HOMO-LUMO gap (alpha / beta) (eV) = 3.53 / 3.95
- ΔE to the lowest compared entry with this formula, charge and spin (kcal per mole) = 0.0
- LUMO level (alpha / beta) (eV) = -15.540 / -15.108
- HOMO (alpha / beta) (eV) = -19.066 / -19.061


Entry from OMol25: a gas-phase ion, C4H9Cl2N2 (charge +1) at a distorted geometry (the ωB97M-V functional and the def2-TZVPD basis).

The geometry in XYZ format:
```
17
Properties=species:S:1:pos:R:3:forces:R:3:mulliken_charge:R:1
C 0.21905 -0.12007 0.38555 -2.1 2.0 1.4 0.680
C -0.51875 2.03630 -0.61129 -0.8 -0.7 -1.8 -1.110
C 0.12399 -2.42623 -0.34905 -0.1 0.4 -2.0 -0.957
C -0.65209 1.43691 0.77011 3.2 -2.8 -1.4 0.419
N -0.45853 -1.20899 0.20147 -0.9 -0.4 0.4 -0.131
N 1.50982 -0.03275 0.25166 -3.0 4.8 1.2 -0.331
Cl 0.28607 2.34312 1.93887 0.1 -0.2 0.1 -0.084
Cl -2.19043 0.97035 1.35433 -0.8 0.2 0.0 -0.123
H -1.17331 1.42768 -1.26668 -0.3 0.7 0.3 0.340
H 0.42249 1.82508 -1.14501 0.2 0.3 1.0 0.388
H -0.70107 3.09767 -0.73969 -0.4 0.0 0.4 0.349
H -0.21996 -3.33120 0.06259 -0.6 -0.8 1.1 0.333
H -0.11597 -2.50535 -1.41983 -0.2 0.2 0.2 0.360
H 1.19449 -2.44394 -0.34937 0.6 0.1 0.5 0.317
H -1.46151 -1.20484 0.46155 0.9 0.1 -0.3 0.207
H 1.77059 0.95640 0.42982 1.3 -1.4 -0.3 0.246
H 1.96512 -0.82013 0.02497 3.0 -2.6 -0.9 0.096
```
Positions in Å, forces in eV/Å.

- net charge = +1
- max |F| (hartree/bohr) = 0.11274
- HOMO-LUMO gap (eV) = 12.10
- ΔE to the lowest compared entry with this formula, charge and spin (kcal per mole) = 12.5
- LUMO level (eV) = -2.984
- HOMO (eV) = -15.086
- SMILES = CNC(=[NH2+])C(C)(Cl)Cl


What is the max |F| in the fourth record?
0.07029 hartree/bohr